The following is a DFT calculation (ωB97M-V with the def2-TZVPD basis set) of C19H42AlBr14FP as an isolated structure.

Output
- Highest occupied orbital energy: -3.53 eV
- E_LUMO: 1.55 eV
- Kohn-Sham gap: 5.08 eV
- Charge: -1

Cartesian coordinates (Å):
Br (0.43, 6.49, 0.49)
Br (-0.45, -4.86, -3.75)
Br (-0.13, -6.64, 2.44)
Br (-2.40, -2.37, 0.85)
Br (-6.73, -10.09, -0.40)
Br (-3.25, -7.21, 0.60)
Br (4.08, 7.53, 0.99)
Br (-2.74, 1.29, 1.57)
Br (-6.85, -8.35, 2.83)
Br (1.07, -2.21, -0.44)
Br (-2.16, 8.77, -0.77)
Br (-2.42, 4.05, -0.78)
Br (2.67, -6.78, -3.54)
Br (7.20, 5.96, -0.01)
P (3.11, 2.17, 1.27)
Al (3.42, 1.25, -0.91)
F (0.66, 1.89, -2.63)
C (1.31, 2.20, 1.77)
C (-7.78, -8.54, 0.12)
C (6.62, 7.79, -0.29)
C (3.35, 4.00, 0.98)
C (0.08, -3.72, 0.29)
C (-2.61, -8.08, 2.22)
C (-3.00, 1.26, -0.36)
C (-1.88, -7.12, 3.13)
C (2.92, 2.61, -2.35)
C (-1.37, -3.73, -0.11)
C (0.75, 0.79, 1.91)
C (-0.54, 7.87, 1.43)
C (-1.98, 7.96, 0.99)
C (1.47, 3.00, -2.36)
C (2.37, -4.99, -4.26)
C (1.36, -4.22, -3.45)
C (-2.02, 2.16, -1.04)
C (-7.02, -7.62, 1.03)
C (5.85, 8.32, 0.89)
H (2.65, -0.17, -1.12)
H (0.19, -3.66, 1.37)
H (-1.82, -4.68, 0.16)
H (2.44, 4.51, 1.29)
H (1.25, 2.73, 2.72)
H (-1.98, -8.89, 1.89)
H (-0.10, 0.75, 2.60)
H (0.41, 0.40, 0.95)
H (-1.01, 2.02, -0.67)
H (-0.50, 7.61, 2.48)
H (-6.01, -7.43, 0.69)
H (1.36, -3.17, -3.74)
H (3.51, 4.21, -0.08)
H (-7.55, -6.68, 1.15)
H (2.05, -5.13, -5.29)
H (7.52, 8.37, -0.44)
H (4.19, 4.38, 1.55)
H (-2.02, 2.00, -2.12)
H (-0.01, 8.81, 1.27)
H (1.19, 3.73, -3.13)
H (6.34, 8.09, 1.83)
H (5.03, 1.02, -1.04)
H (-1.51, -3.54, -1.16)
H (6.02, 7.79, -1.19)
H (3.16, 2.20, -3.34)
H (-2.55, 8.58, 1.67)
H (-1.71, -7.58, 4.10)
H (-8.03, -8.03, -0.81)
H (-2.43, -6.19, 3.25)
H (3.51, 3.52, -2.23)
H (1.16, 3.40, -1.39)
H (0.57, -4.62, -0.08)
H (-4.03, 1.54, -0.54)
H (0.70, 2.77, 1.06)
H (1.54, -4.29, -2.39)
H (-8.69, -8.92, 0.58)
H (5.71, 9.39, 0.80)
H (3.33, -4.49, -4.23)
H (-2.83, 0.23, -0.66)
H (-2.43, 6.97, 0.92)
H (-3.49, -8.47, 2.71)
H (1.52, 0.09, 2.27)

---

The following is a DFT calculation (ωB97M-V with the def2-TZVPD basis set) of C19H42AlNO2P3S as an isolated structure in a non-equilibrium geometry.

Output
- Highest occupied orbital energy (spin up / spin down): -15.87 / -15.89 eV
- E_LUMO (spin up / spin down): -12.79 / -12.71 eV
- Kohn-Sham gap (spin up / spin down): 3.08 / 3.18 eV
- Relative energy (zero: lowest compared OMol25 entry of this formula, charge and spin): 3.4927 eV
- Charge: +3

Cartesian coordinates (Å):
S (1.39, -0.43, -2.10)
P (-1.06, 1.82, -1.34)
P (-1.45, 0.36, 1.96)
P (1.95, 1.23, 0.92)
Al (0.14, -0.25, -0.04)
O (0.99, -1.82, 0.57)
O (1.08, -2.31, 2.79)
N (0.67, -4.71, 2.41)
C (-0.28, -3.36, -5.13)
C (2.91, 2.22, -0.28)
C (1.67, 2.38, 2.31)
C (0.92, -4.53, -8.41)
C (-0.99, 3.56, -0.81)
C (1.09, -3.04, -5.10)
C (-2.86, 1.51, -1.47)
C (-0.68, -1.83, -3.30)
C (1.48, -4.07, 1.34)
C (-0.95, -0.25, 3.60)
C (-1.16, -2.74, -4.24)
C (1.19, -2.61, 1.59)
C (3.25, 0.14, 1.58)
C (-3.03, -0.53, 1.72)
C (2.17, -4.04, -8.50)
C (0.70, -1.54, -3.23)
C (-1.98, 2.06, 2.37)
C (1.57, -2.14, -4.18)
C (-0.62, 1.97, -3.11)
H (3.44, -0.69, 0.89)
H (-0.66, -4.08, -5.86)
H (2.37, -3.06, -8.93)
H (-3.69, -0.37, 2.58)
H (-3.37, 1.75, -0.54)
H (-1.11, 3.64, 0.28)
H (-3.02, 0.45, -1.69)
H (3.40, 1.56, -1.00)
H (-2.81, -1.60, 1.62)
H (1.77, -3.50, -5.82)
H (-1.30, -0.73, -0.65)
H (-2.61, 2.48, 1.57)
H (1.05, 3.22, 1.98)
H (-2.23, -2.96, -4.27)
H (2.25, 2.90, -0.82)
H (-1.78, 4.13, -1.30)
H (0.08, 0.04, 3.82)
H (0.75, -5.73, 2.44)
H (-3.51, -0.20, 0.79)
H (-0.01, 3.99, -1.07)
H (4.17, 0.72, 1.70)
H (2.62, -1.86, -4.16)
H (-3.28, 2.10, -2.29)
H (2.54, -4.27, 1.54)
H (-0.82, 1.04, -3.64)
H (1.17, 1.87, 3.14)
H (1.23, -4.41, 0.34)
H (0.96, -4.28, 3.30)
H (-1.21, 2.78, -3.56)
H (-2.55, 2.04, 3.30)
H (2.94, -0.28, 2.55)
H (-0.99, -1.34, 3.61)
H (0.45, 2.18, -3.21)
H (3.03, -4.64, -8.18)
H (-0.32, -4.47, 2.22)
H (2.64, 2.76, 2.66)
H (3.67, 2.80, 0.27)
H (0.72, -5.53, -8.03)
H (0.06, -3.95, -8.77)
H (-1.10, 2.71, 2.51)
H (-1.36, -1.34, -2.61)
H (-1.63, 0.15, 4.37)

---

The following is a DFT calculation (ωB97M-V with the def2-TZVPD basis set) of C19H42Cl2NO8P3 in the gas phase in a non-equilibrium geometry.

Output
- Highest occupied orbital energy: -8.40 eV
- E_LUMO: 0.26 eV
- Structure (SMILES): CCCCO[C@@H](O[C@@H](C[C@@H](C)Cl)[PH2]=N)[C@@H](O[C@@](CCC(C)C)([C@@H](Cl)CC)P(=O)(O)O)P(O)O
- Kohn-Sham gap: 8.67 eV
- Charge: 0

Cartesian coordinates (Å):
Cl (-0.94, 3.95, -2.32)
Cl (0.56, -0.71, 3.41)
P (-0.22, -0.96, -3.88)
P (2.16, -3.20, 0.18)
P (-1.79, -3.15, -0.32)
O (-1.18, -4.32, -1.38)
O (3.61, -3.35, 0.62)
O (-0.82, 0.44, -1.54)
O (1.22, -4.53, 0.46)
O (-1.81, 0.30, 0.57)
O (0.01, -1.64, 1.00)
O (2.23, -3.04, -1.50)
O (-1.79, -3.86, 1.21)
N (-0.72, -1.03, -5.40)
C (-0.59, -1.65, -0.30)
C (-3.60, 1.62, 2.75)
C (1.43, -1.63, 0.98)
C (-4.77, 2.44, 3.43)
C (1.96, 3.41, -0.19)
C (2.71, 2.05, 0.13)
C (2.09, -0.44, 0.23)
C (1.84, -3.10, 3.13)
C (-1.28, 0.26, -2.87)
C (3.75, 2.41, 1.27)
C (-0.13, 2.60, -3.27)
C (1.72, 0.97, 0.77)
C (1.88, -1.64, 2.52)
C (-1.28, 1.62, -3.69)
C (-1.51, -0.40, -0.62)
C (0.56, 3.31, -4.51)
C (1.71, -3.05, 4.72)
C (-2.89, 1.22, 0.30)
C (-4.05, 1.09, 1.34)
H (1.86, -0.48, -0.87)
H (1.68, 3.31, -4.40)
H (-0.41, -2.24, -3.29)
H (-1.19, 1.43, -4.79)
H (-1.75, -5.10, -1.25)
H (4.18, 1.49, 1.72)
H (3.14, -2.77, -1.68)
H (0.13, -1.74, -1.15)
H (-5.18, 3.18, 2.70)
H (0.87, 3.37, 0.05)
H (-2.32, -0.13, -2.96)
H (1.82, 1.10, 1.87)
H (1.32, -5.17, -0.26)
H (-2.49, 2.26, 0.39)
H (0.25, 2.82, -5.46)
H (0.69, 1.30, 0.49)
H (-2.25, 2.11, -3.46)
H (2.40, 4.22, 0.44)
H (2.76, -3.67, 2.93)
H (-2.71, 2.28, 2.63)
H (-3.32, 1.11, -0.72)
H (1.16, -0.61, -3.74)
H (2.01, -4.06, 5.08)
H (-4.44, 0.04, 1.37)
H (3.14, 2.89, 2.09)
H (0.90, -3.59, 2.78)
H (-2.47, -0.80, -1.00)
H (3.21, 1.68, -0.79)
H (0.06, -0.78, -6.01)
H (4.50, 3.15, 0.94)
H (-1.75, -3.19, 1.92)
H (-4.31, 2.99, 4.28)
H (2.43, -2.30, 5.11)
H (0.25, 4.38, -4.53)
H (2.13, 3.75, -1.24)
H (-4.90, 1.74, 1.01)
H (-3.33, 0.76, 3.40)
H (-5.56, 1.79, 3.85)
H (2.88, -1.17, 2.65)
H (3.21, -0.56, 0.29)
H (0.65, 2.08, -2.67)
H (0.67, -2.89, 5.06)

---

Number 1: E -37469.048184 hartree. Number 2: E -2618.128093 hartree. Number 3: E -3350.251442 hartree.